{"formula": "C20H21N3O3SW", "method": "the ωB97M-V functional and the def2-TZVPD basis", "symbols": ["C", "C", "H", "H", "H", "H", "H", "H", "C", "C", "C", "C", "H", "H", "H", "H", "N", "C", "C", "N", "C", "C", "C", "H", "H", "C", "H", "H", "W", "C", "H", "H", "H", "O", "C", "N", "S", "O", "O", "C", "C", "C", "C", "C", "C", "H", "H", "H", "H"], "positions_angstrom": [[-2.643, -1.286, -0.273], [-2.949, 1.532, -0.166], [-2.622, -1.667, -1.369], [-3.623, -1.108, 0.119], [-1.968, -1.659, 0.557], [-3.834, 1.457, -0.858], [-3.342, 1.341, 0.861], [-2.610, 2.550, -0.254], [-0.650, -2.840, -1.105], [0.146, -3.927, -1.406], [1.240, -3.726, -2.222], [1.519, -2.453, -2.679], [-1.551, -3.062, -0.504], [-0.151, -4.874, -0.974], [1.855, -4.565, -2.453], [2.356, -2.251, -3.339], [-0.378, -1.553, -1.503], [0.766, -1.353, -2.240], [1.198, 0.036, -2.370], [0.451, 0.964, -1.686], [0.932, 2.230, -1.581], [2.819, 1.742, -2.971], [2.088, 2.644, -2.210], [0.351, 2.915, -0.968], [2.393, 3.667, -2.105], [2.358, 0.441, -3.075], [2.866, -0.294, -3.690], [3.729, 2.052, -3.460], [-1.504, 0.243, -0.774], [-2.056, 1.064, -2.595], [-1.297, 1.049, -3.383], [-2.344, 2.110, -2.469], [-2.924, 0.510, -2.969], [1.499, -0.628, 0.620], [0.738, -0.052, 1.403], [-0.485, 0.521, 1.000], [-1.109, 1.545, 2.282], [-0.930, 2.936, 1.978], [-2.384, 1.056, 2.769], [0.073, 0.968, 3.466], [0.057, 1.179, 4.845], [1.056, 0.568, 5.615], [2.010, -0.266, 4.988], [1.988, -0.505, 3.607], [0.986, 0.135, 2.847], [-0.709, 1.801, 5.294], [1.088, 0.717, 6.703], [2.785, -0.743, 5.598], [2.715, -1.159, 3.101]], "lowdin_charge": [-0.258, -0.308, 0.084, 0.060, 0.073, 0.067, 0.033, 0.038, -0.043, 0.065, 0.037, 0.097, 0.116, 0.150, 0.136, 0.136, -0.017, -0.141, -0.142, -0.022, -0.001, 0.038, 0.065, 0.148, 0.143, 0.093, 0.133, 0.141, 1.581, -0.261, 0.020, 0.035, 0.053, 0.052, -0.457, -0.224, 0.699, -0.262, -0.282, -0.217, -0.004, -0.014, -0.029, 0.022, -0.151, 0.133, 0.130, 0.122, 0.132], "e_above_lowest_kj_mol": 148.63, "total_charge": 2, "multiplicity": 3, "orbital_gap_ev": [6.336, 2.950], "total_energy_ev": -44333.2637}